[1]
{"formula": "C6BCl4F4O2SeV", "method": "wB97M-V/def2-TZVPD", "species": ["V", "Cl", "C", "C", "Cl", "C", "Cl", "C", "O", "C", "O", "C", "Cl", "F", "B", "F", "F", "F", "Se"], "xyz": [[-0.01030, 0.00570, -0.26200], [3.61970, -3.17430, -3.89120], [2.39850, -2.74570, -2.77390], [1.18010, -3.45070, -2.77450], [0.94230, -4.72300, -3.89170], [0.16640, -3.11840, -1.88500], [-1.33050, -3.95190, -1.85610], [0.37030, -2.06860, -0.97520], [-0.48820, -1.65450, -0.08770], [1.60390, -1.35380, -0.97460], [1.66980, -0.40350, -0.08630], [2.61610, -1.70130, -1.88390], [4.08670, -0.82200, -1.85650], [-1.71290, 3.03100, -2.44520], [-1.46620, 2.54370, -1.25860], [-0.53760, 0.94460, -1.64240], [-0.46560, 3.05920, -0.54700], [-2.42740, 1.92960, -0.57010], [-0.53000, 0.88290, 1.60440]], "atomic_forces_ev_per_a": [[-1.22, 2.16, 3.13], [0.11, -0.01, -0.03], [0.09, 0.33, 0.26], [-0.33, 0.08, 0.26], [-0.04, -0.09, -0.03], [0.08, 0.02, -0.23], [0.06, 0.08, 0.05], [2.12, -1.17, -1.70], [-2.32, -1.22, 1.21], [-0.05, -2.42, -1.68], [2.17, 1.41, 1.22], [-0.06, -0.06, -0.24], [-0.11, 0.00, 0.06], [-0.17, 0.13, -0.86], [-0.01, 0.14, 0.78], [-0.18, 0.28, -1.54], [0.34, 0.64, 0.05], [-0.70, 0.06, -0.09], [0.22, -0.36, -0.62]], "lowdin_charge": [0.6416, 0.7192, -0.6891, -0.6893, 0.7193, -0.5979, 0.7643, -0.3788, -0.1318, -0.3780, -0.1298, -0.5975, 0.7637, 0.2838, -1.1098, -0.2117, 0.1833, 0.1852, 0.6533], "spin_multiplicity": 1, "homo_lumo_gap_ev": [7.75, 7.76]}

=====

[2]
{"formula": "C6Br4O2PtSe4", "method": "wB97M-V/def2-TZVPD", "species": ["Pt", "Se", "Se", "Se", "Se", "Br", "C", "C", "Br", "C", "Br", "C", "O", "C", "O", "C", "Br"], "xyz": [[1.65627, -1.56664, -0.25970], [3.60272, -1.05067, -1.45302], [5.58186, -1.92964, -0.59781], [4.73996, -2.36364, 1.47765], [2.72413, -3.23524, 1.02120], [-2.36852, 3.96275, 0.41368], [-1.87648, 2.11919, 0.07302], [-2.80452, 1.03941, 0.23165], [-4.63753, 1.55288, 0.43060], [-2.37409, -0.26561, 0.31798], [-3.53575, -1.57899, 0.93955], [-1.04122, -0.60308, -0.01604], [-0.50746, -1.74644, -0.01071], [-0.19835, 0.52332, -0.46716], [0.87731, 0.18593, -1.03078], [-0.59589, 1.84286, -0.33943], [0.75756, 3.11359, -0.73069]], "atomic_forces_ev_per_a": [[1.02, -1.19, 0.03], [1.56, 0.29, -0.95], [-0.59, 0.78, -1.12], [0.50, -0.54, 1.26], [-0.97, -0.44, 0.79], [0.24, -1.21, -0.29], [0.14, 0.93, -0.32], [-0.39, 0.81, 0.56], [0.63, -0.54, 0.04], [-0.71, 0.28, 0.05], [-0.07, -0.51, -0.08], [0.34, 0.59, 0.02], [-1.16, -0.07, 0.35], [-0.32, -1.35, -0.42], [0.45, 0.94, -0.32], [-0.19, 1.29, 0.28], [-0.49, -0.05, 0.13]], "lowdin_charge": [0.4758, 0.1988, 0.0487, -0.0009, 0.1581, 0.7050, -0.6770, -0.7030, 0.7231, -0.6644, 0.8155, -0.3929, -0.1510, -0.4308, -0.2628, -0.6458, 0.8039], "s2": 6.04, "spin_multiplicity": 5, "homo_lumo_gap_ev": [6.23, 5.61]}